(1)
Formula: C8H12MgN2O3S
Source: the Open Molecules 2025 dataset
Level of theory: ωB97M-V/def2-TZVPD

Each line ends with the natural charge from an NBO analysis.
CARTESIAN COORDINATES (ANGSTROEM)
O  0.73814  3.23684  -2.49215  -0.353
C  0.53639  2.35207  -1.81139  0.413
Mg  0.00000  0.00000  0.00000  1.599
C  -1.17699  -0.65581  -1.19886  0.290
C  -0.56276  1.12409  1.29332  0.283
O  -1.92670  -1.07374  -1.96218  -0.241
O  -0.92158  1.83988  2.11681  -0.244
C  1.76558  -0.99695  3.40690  -0.406
N  2.15652  -2.15461  2.60289  -0.380
C  3.47866  -2.70997  2.85036  -0.432
C  1.23691  -2.64897  1.58016  0.309
S  -0.25161  -1.95016  1.48667  -0.331
N  1.51499  -3.73186  0.64228  -0.392
C  2.46019  -4.82140  0.84805  -0.427
C  0.75802  -3.80211  -0.60319  -0.416
H  2.53734  -0.70157  4.14601  0.258
H  0.84080  -1.22332  3.97899  0.240
H  1.59057  -0.12340  2.74384  0.165
H  3.39634  -3.67432  3.38595  0.230
H  4.05365  -2.77318  1.90369  0.226
H  4.07288  -2.08123  3.54442  0.249
H  1.92419  -5.78878  0.73317  0.237
H  3.27064  -4.77276  0.09022  0.227
H  2.87747  -4.88546  1.84620  0.235
H  -0.32696  -3.92311  -0.39678  0.233
H  0.92464  -2.87718  -1.19550  0.171
H  1.06694  -4.66670  -1.23198  0.264

The calculation puts the gap between HOMO and LUMO at 6.20 eV. For the LUMO energy, the calculation gives -9.554 eV. The total charge is +2. The calculation puts the HOMO energy at -15.76 eV.



(2)
Formula: C17H41BBrN7O12
Source: the Open Molecules 2025 dataset
Level of theory: ωB97M-V/def2-TZVPD

Each line ends with the Löwdin charge.
CARTESIAN COORDINATES (ANGSTROEM)
C  -4.60766  -1.45111  -1.35824  -0.028
C  -3.69379  -1.48936  -0.15942  -0.399
C  -4.33481  -1.09270  1.15356  -0.023
N  -2.48907  -1.85631  -0.26215  0.223
B  -1.43637  -1.24475  0.51738  -0.444
C  -0.87072  0.10527  -0.06258  -0.095
C  0.05885  -0.07396  -1.29799  -0.189
C  1.51067  0.29412  -1.01164  -0.417
C  1.65077  1.78002  -0.58179  -0.056
C  2.45214  -0.07228  -2.17452  -0.075
C  -0.97585  -1.94224  1.87849  -0.153
C  0.50909  -2.31436  2.00966  -0.701
C  1.12343  -2.94809  0.77821  -0.126
Br  1.56073  -0.79864  2.67010  0.822
H  -5.64530  -1.60210  -1.06183  0.066
H  -4.55337  -0.42642  -1.73691  0.091
H  -4.29490  -2.15455  -2.12395  0.080
H  -3.93356  -1.68597  1.97442  0.079
H  -5.41653  -1.19043  1.13270  0.053
H  -4.10653  -0.04887  1.40060  0.096
H  -1.74659  0.66348  -0.42087  0.104
H  -0.41691  0.75029  0.69191  0.085
H  -0.30625  0.48297  -2.16386  0.113
H  0.01973  -1.12676  -1.59750  0.099
H  1.82878  -0.28968  -0.14714  0.066
H  1.73927  1.84502  0.50225  0.058
H  2.50489  2.24059  -1.07131  0.067
H  0.73776  2.30395  -0.87383  0.074
H  1.98694  -0.69503  -2.93537  0.069
H  3.27815  -0.65697  -1.76393  0.062
H  2.91916  0.80839  -2.60531  0.038
H  -1.19216  -1.21421  2.66892  0.086
H  -1.57803  -2.83615  2.05525  0.103
H  0.58117  -3.05190  2.80790  0.081
H  2.17341  -3.16155  0.99138  0.074
H  0.66380  -3.91295  0.55855  0.094
H  1.11942  -2.30455  -0.09812  0.057
C  2.58899  1.65257  -6.17412  0.045
N  2.48618  2.10700  -4.76278  -0.446
O  1.40781  2.02081  -4.21998  0.048
O  3.49910  2.53733  -4.24723  0.055
H  1.61439  1.30205  -6.49000  0.094
H  2.91033  2.50444  -6.76495  0.099
H  3.32635  0.85538  -6.20272  0.099
C  -8.26302  0.69565  2.67470  0.046
N  -8.23963  0.10149  1.30942  -0.453
O  -9.07999  -0.72810  1.03901  0.074
O  -7.37009  0.49451  0.55898  0.049
H  -9.08363  0.25305  3.22609  0.094
H  -7.30816  0.47261  3.14106  0.097
H  -8.39664  1.76680  2.56012  0.100
C  5.52855  -3.72396  -3.42383  0.047
N  4.26170  -2.97104  -3.20813  -0.444
O  3.93261  -2.16568  -4.05391  0.062
O  3.64616  -3.22233  -2.19435  0.061
H  5.96460  -3.39861  -4.36050  0.092
H  6.18348  -3.50383  -2.58648  0.101
H  5.27714  -4.77957  -3.45100  0.099
C  -0.79242  1.22961  6.60296  0.046
N  0.03472  1.05667  5.37493  -0.444
O  0.11984  -0.05339  4.89174  -0.069
O  0.57499  2.05162  4.93934  0.063
H  -1.20702  0.26588  6.87321  0.092
H  -0.14081  1.61162  7.38282  0.100
H  -1.57491  1.94496  6.36937  0.099
C  -0.41436  5.19939  -4.23095  0.049
N  0.30443  5.07350  -5.52868  -0.443
O  0.33245  3.97715  -6.04722  0.052
O  0.81799  6.07684  -5.97499  0.067
H  -0.80915  4.22607  -3.96553  0.092
H  0.30522  5.54529  -3.49543  0.103
H  -1.20851  5.92665  -4.36944  0.098
C  3.96903  -0.84419  5.51837  0.021
N  5.32265  -0.87792  6.13828  -0.456
O  5.62311  0.02322  6.89382  0.062
O  6.03674  -1.81265  5.84263  0.061
H  3.45187  0.03946  5.87291  0.089
H  4.09823  -0.81347  4.44136  0.066
H  3.44992  -1.74907  5.81808  0.100

The calculation puts the gap between HOMO and LUMO at 8.60 eV. For the LUMO energy, the calculation gives 0.025 eV. The SMILES is CC(C)=NB(CCC(C)C)C[C@@H](C)Br.C[N+](=O)[O-].C[N+](=O)[O-].C[N+](=O)[O-].C[N+](=O)[O-].C[N+](=O)[O-].C[N+](=O)[O-]. The calculation puts the HOMO energy at -8.58 eV.



(3)
Formula: HgO4P
Source: the Open Molecules 2025 dataset
Level of theory: ωB97M-V/def2-TZVPD

Each line ends with the natural charge from an NBO analysis.
CARTESIAN COORDINATES (ANGSTROEM)
Hg  17.80575  4.50463  14.29802  0.404
P  18.28346  3.75689  11.50725  2.445
O  19.58495  3.38343  10.89708  -0.804
O  18.08519  5.22081  11.78926  -1.105
O  18.16696  3.01243  12.77415  -1.180
O  17.47737  3.26649  10.25365  -0.759

The calculation puts the gap between HOMO and LUMO at 3.76 eV. The energy relative to the best compared isomer or geometry (same formula, charge and spin) comes out at 11.2 kcal per mole. For the LUMO energy, the calculation gives 0.068 eV. The total charge is -1. The calculation puts the HOMO energy at -3.69 eV.



(4)
Formula: C29H31N5O4S
Source: the Open Molecules 2025 dataset
Level of theory: ωB97M-V/def2-TZVPD

Each line ends with the natural charge from an NBO analysis.
CARTESIAN COORDINATES (ANGSTROEM)
C  2.41987  -5.01585  -3.42529  -0.664
C  1.51036  -4.04953  -2.73826  -0.001
C  1.12196  -2.86652  -3.36466  -0.207
C  0.30392  -1.95165  -2.73204  -0.166
C  -0.18994  -2.20752  -1.45447  -0.002
C  -1.02823  -1.21248  -0.77415  0.117
N  -0.60281  0.02283  -0.83982  -0.206
N  -1.21248  0.99978  -0.21419  -0.317
C  -2.27750  0.78522  0.53151  0.393
N  -2.82965  1.82597  1.21078  -0.580
C  -2.43535  3.15456  1.30389  0.244
C  -1.29182  3.66786  0.69464  -0.272
C  -0.97628  5.00458  0.84074  -0.175
C  -1.78406  5.85676  1.58735  -0.164
C  -1.40864  7.28182  1.83555  0.671
O  -1.25094  7.69674  2.97109  -0.625
N  -1.23636  8.07222  0.74794  -0.428
C  -1.55433  7.70598  -0.60791  -0.408
C  -0.78725  9.43265  0.92866  -0.418
C  -2.90891  5.33530  2.21742  -0.151
C  -3.23707  4.00442  2.06976  -0.273
C  -2.88637  -0.52165  0.62288  -0.104
C  -4.07471  -0.81378  1.31302  -0.183
C  -4.59519  -2.08256  1.29616  -0.193
C  -3.96587  -3.09891  0.57106  -0.194
C  -2.80657  -2.84452  -0.11296  -0.192
C  -2.23134  -1.56217  -0.07939  0.012
C  0.19452  -3.38402  -0.81902  -0.242
C  1.03890  -4.27347  -1.45099  -0.261
S  1.58278  -5.67841  -0.47888  2.317
O  1.43318  -6.88701  -1.24243  -0.939
O  0.96183  -5.60250  0.81286  -0.944
N  3.20290  -5.36257  -0.30850  -0.895
C  3.78982  -5.04047  0.97053  -0.245
C  4.23435  -3.56382  1.04003  0.089
C  3.03803  -2.59726  1.09620  -0.430
C  3.39358  -1.51661  0.07611  -0.436
C  4.27649  -2.29811  -0.89395  -0.063
O  5.00995  -3.20678  -0.09554  -0.536
H  2.19304  -6.03172  -3.11424  0.254
H  3.45779  -4.79965  -3.16941  0.224
H  2.31597  -4.93288  -4.50498  0.225
H  1.48128  -2.66025  -4.36229  0.217
H  0.03266  -1.02782  -3.21868  0.231
H  -3.65224  1.60706  1.75453  0.393
H  -0.66599  3.00938  0.11702  0.267
H  -0.07806  5.38678  0.37873  0.216
H  -2.07532  6.75254  -0.63643  0.228
H  -2.19819  8.47233  -1.04863  0.195
H  -0.64569  7.63411  -1.21359  0.190
H  -0.58020  9.58210  1.98643  0.250
H  0.12088  9.60870  0.34777  0.191
H  -1.55687  10.13912  0.60736  0.190
H  -3.52307  5.98426  2.82298  0.226
H  -4.11944  3.61351  2.55862  0.203
H  -4.60176  -0.04525  1.86052  0.200
H  -5.50641  -2.29752  1.83424  0.221
H  -4.40261  -4.08578  0.54899  0.223
H  -2.33235  -3.62078  -0.69267  0.230
H  -0.12918  -3.61521  0.18449  0.251
H  3.78696  -5.87278  -0.94493  0.420
H  3.03367  -5.21894  1.73920  0.230
H  4.64984  -5.68755  1.15877  0.205
H  4.88344  -3.45139  1.91891  0.180
H  2.89147  -2.19716  2.09687  0.222
H  2.13571  -3.12682  0.79495  0.205
H  2.52055  -1.08662  -0.40950  0.227
H  3.97099  -0.72116  0.54815  0.206
H  4.99785  -1.67885  -1.43004  0.190
H  3.65450  -2.84024  -1.61890  0.160

The calculation puts the gap between HOMO and LUMO at 7.77 eV. The energy relative to the best compared isomer or geometry (same formula, charge and spin) comes out at 0.5 kcal per mole. For the LUMO energy, the calculation gives -0.204 eV. The SMILES is Cc1ccc(-c2nnc(Nc3ccc(C(=O)N(C)C)cc3)c3ccccc23)cc1S(=O)(=O)NC[C@@H]1CCCO1. The calculation puts the HOMO energy at -7.98 eV.



Which of these has the lowest gap between HOMO and LUMO?
HgO4P



Which formula does entry 1 have?
C8H12MgN2O3S



Which formula does entry 1 have?
C8H12MgN2O3S



Look up the HOMO of the third one.
-3.69 eV